The following is a quantum chemistry calculation of 4 unconnected molecules or ions with the total composition C30H60N5O11P at a distorted geometry, from the Open Molecules 2025 dataset.

Computed properties:
maximum force: 4.6 eV Å⁻¹
E_HOMO: -8.55 eV
relative energy (zero: lowest compared OMol25 entry of this formula, charge and spin): 5.521 eV
multiplicity: 1
frontier orbital gap: 0.274 hartree
structure (SMILES): NCc1ccc(CCCO)c2c1C(=O)N(P(O)O)C2=O.COCCNCCOC.COCCNCCOC.COCCNCCOC

Atoms and positions in Å:
N (1.673, 1.199, -1.679)
C (2.577, 0.076, -2.043)
C (1.996, -1.385, -1.758)
C (2.389, -2.598, -2.682)
C (1.820, -4.029, -2.375)
C (0.849, -4.314, -1.207)
C (0.238, -5.752, -0.831)
C (0.904, -6.158, 0.607)
C (1.834, -7.473, 0.518)
O (2.989, -7.277, 1.401)
C (0.461, -3.126, -0.299)
C (1.053, -1.714, -0.578)
C (0.484, -0.774, 0.573)
O (0.849, 0.329, 1.022)
N (-0.655, -1.556, 1.116)
P (-1.099, -1.118, 2.804)
O (-0.296, -2.150, 3.909)
O (-2.767, -1.483, 2.972)
C (-0.490, -3.013, 0.969)
O (-1.002, -3.939, 1.639)
H (2.071, 1.667, -0.840)
H (0.705, 0.900, -1.521)
H (2.733, 0.139, -3.187)
H (3.637, 0.197, -1.599)
H (3.072, -2.466, -3.579)
H (2.118, -4.930, -3.027)
H (0.466, -6.532, -1.629)
H (-0.882, -5.607, -0.624)
H (1.581, -5.298, 0.978)
H (0.110, -6.287, 1.429)
H (1.245, -8.393, 0.890)
H (2.181, -7.672, -0.569)
H (3.482, -6.496, 1.068)
H (-0.854, -2.965, 4.013)
H (-2.859, -2.474, 2.974)
C (-9.726, -3.408, 6.410)
O (-9.835, -2.590, 5.256)
C (-9.596, -1.207, 5.522)
C (-8.289, -0.752, 4.872)
N (-7.130, -1.329, 5.553)
C (-5.868, -1.138, 4.831)
C (-5.730, -1.812, 3.457)
O (-5.696, -3.237, 3.512)
C (-6.971, -3.859, 3.522)
H (-10.067, -4.410, 6.147)
H (-8.689, -3.476, 6.745)
H (-10.356, -3.030, 7.222)
H (-9.612, -0.983, 6.594)
H (-10.421, -0.655, 5.059)
H (-8.226, 0.339, 4.917)
H (-8.320, -1.053, 3.820)
H (-7.277, -2.327, 5.668)
H (-5.077, -1.531, 5.478)
H (-5.680, -0.064, 4.725)
H (-4.761, -1.511, 3.049)
H (-6.477, -1.463, 2.737)
H (-7.717, -3.293, 2.957)
H (-7.308, -4.015, 4.549)
H (-6.870, -4.845, 3.064)
C (0.709, 6.658, 2.856)
O (2.083, 6.747, 2.510)
C (2.958, 6.452, 3.601)
C (3.694, 5.135, 3.358)
N (2.787, 3.992, 3.465)
C (3.370, 2.731, 2.998)
C (3.744, 2.633, 1.512)
O (2.624, 2.656, 0.631)
C (2.175, 3.957, 0.279)
H (0.126, 7.040, 2.017)
H (0.417, 5.622, 3.033)
H (0.486, 7.266, 3.739)
H (2.433, 6.449, 4.562)
H (3.697, 7.260, 3.632)
H (4.495, 5.028, 4.097)
H (4.149, 5.187, 2.363)
H (1.956, 4.177, 2.912)
H (2.632, 1.950, 3.210)
H (4.252, 2.502, 3.607)
H (4.215, 1.655, 1.364)
H (4.494, 3.373, 1.212)
H (2.990, 4.685, 0.241)
H (1.399, 4.289, 0.971)
H (1.719, 3.900, -0.712)
C (4.353, 1.614, -9.873)
O (4.227, 2.852, -9.192)
C (2.871, 3.211, -8.921)
C (2.587, 3.146, -7.420)
N (2.569, 1.764, -6.942)
C (2.554, 1.647, -5.481)
C (3.778, 2.175, -4.716)
O (4.970, 1.429, -4.949)
C (5.702, 1.827, -6.098)
H (5.397, 1.496, -10.167)
H (4.084, 0.780, -9.221)
H (3.735, 1.597, -10.776)
H (2.161, 2.601, -9.491)
H (2.753, 4.248, -9.250)
H (1.617, 3.610, -7.218)
H (3.361, 3.731, -6.911)
H (3.394, 1.284, -7.286)
H (2.452, 0.580, -5.256)
H (1.652, 2.135, -5.095)
H (3.564, 2.060, -3.649)
H (3.947, 3.245, -4.873)
H (5.607, 2.897, -6.305)
H (5.390, 1.243, -6.967)
H (6.757, 1.604, -5.922)

Atom charges from the Mulliken analysis, given in e for atoms 1 to 99: -0.351 0.699 0.242 -0.705 -0.747 0.622 -0.731 -0.249 -0.409 -0.532 -0.107 0.131 -0.055 -0.429 0.064 -0.115 -0.450 -0.296 0.515 -0.599 0.401 0.235 -0.559 0.320 0.374 0.281 0.471 0.224 0.241 0.227 0.271 0.208 0.319 0.331 0.345 -0.720 -0.342 -0.802 -0.159 -0.344 -0.684 -0.411 -0.407 -0.580 0.237 0.306 0.338 0.407 0.392 0.375 0.175 0.087 0.329 0.399 0.384 0.311 0.297 0.149 0.306 -0.715 -0.335 -0.810 -0.173 -0.314 -0.833 -0.590 -0.537 -0.636 0.237 0.305 0.339 0.401 0.395 0.388 0.165 0.051 0.374 0.436 0.371 0.429 0.317 0.055 0.407 -0.715 -0.342 -0.795 -0.153 -0.345 -0.832 -0.298 -0.403 -0.585 0.239 0.307 0.339 0.410 0.395 0.362 0.176